No. 1
{"formula": "C28H84O28", "method": "ωB97M-V/def2-TZVPD", "homo_lumo_gap_ev": 9.647, "e_above_lowest_kcal_mol": 231.9, "max_force_ev_per_a": 5.05, "lumo_ev": -0.29, "symbols": ["C", "C", "O", "O", "H", "H", "H", "H", "H", "H", "C", "C", "O", "O", "H", "H", "H", "H", "H", "H", "C", "C", "O", "O", "H", "H", "H", "H", "H", "H", "C", "C", "O", "O", "H", "H", "H", "H", "H", "H", "C", "C", "O", "O", "H", "H", "H", "H", "H", "H", "C", "C", "O", "O", "H", "H", "H", "H", "H", "H", "C", "C", "O", "O", "H", "H", "H", "H", "H", "H", "C", "C", "O", "O", "H", "H", "H", "H", "H", "H", "C", "C", "O", "O", "H", "H", "H", "H", "H", "H", "C", "C", "O", "O", "H", "H", "H", "H", "H", "H", "C", "C", "O", "O", "H", "H", "H", "H", "H", "H", "C", "C", "O", "O", "H", "H", "H", "H", "H", "H", "C", "C", "O", "O", "H", "H", "H", "H", "H", "H", "C", "C", "O", "O", "H", "H", "H", "H", "H", "H"], "coordinates": [[-2.466, -4.918, -3.433], [-1.676, -5.732, -2.394], [-2.348, -6.608, -1.475], [-3.278, -5.621, -4.400], [-1.870, -4.217, -4.017], [-3.156, -4.210, -2.974], [-1.192, -4.953, -1.804], [-0.864, -6.337, -2.798], [-1.759, -7.290, -1.145], [-3.505, -4.907, -5.001], [3.050, -4.582, -4.038], [3.617, -4.286, -5.406], [2.670, -4.677, -6.368], [3.821, -4.434, -2.857], [2.945, -5.662, -3.929], [2.052, -4.193, -3.837], [4.539, -4.854, -5.527], [3.879, -3.256, -5.651], [3.052, -4.695, -7.248], [3.217, -4.270, -2.129], [3.019, 6.047, -2.835], [1.618, 6.048, -2.286], [1.264, 5.149, -1.327], [3.278, 7.226, -3.646], [3.181, 5.072, -3.293], [3.802, 5.866, -2.097], [0.846, 5.999, -3.054], [1.415, 7.023, -1.843], [0.804, 5.652, -0.651], [3.136, 6.834, -4.511], [-3.409, 4.667, 5.049], [-4.621, 4.673, 5.914], [-4.567, 5.639, 6.895], [-3.346, 3.491, 4.247], [-2.591, 4.780, 5.761], [-3.239, 5.602, 4.515], [-4.567, 3.705, 6.411], [-5.548, 4.792, 5.353], [-4.150, 6.446, 6.585], [-4.010, 3.409, 3.558], [-6.600, 0.516, -5.134], [-5.389, 1.163, -4.402], [-4.810, 0.437, -3.304], [-7.566, 0.303, -4.138], [-6.463, -0.510, -5.474], [-6.962, 1.257, -5.847], [-5.627, 2.172, -4.065], [-4.591, 1.300, -5.132], [-4.035, 0.894, -2.970], [-7.220, -0.373, -3.551], [4.961, -3.383, 3.748], [5.794, -4.553, 3.430], [7.142, -4.271, 3.855], [5.544, -2.238, 3.067], [4.828, -3.109, 4.795], [3.919, -3.389, 3.427], [5.948, -4.736, 2.366], [5.376, -5.403, 3.970], [7.208, -3.315, 3.808], [5.191, -2.263, 2.175], [0.969, 0.792, -4.722], [1.192, 1.978, -5.746], [2.520, 2.419, -6.051], [1.805, 0.964, -3.550], [1.180, -0.151, -5.226], [-0.081, 0.690, -4.449], [0.523, 2.837, -5.689], [0.999, 1.492, -6.702], [3.148, 1.756, -6.349], [1.626, 1.782, -3.081], [1.252, -7.961, 1.980], [0.911, -6.464, 1.780], [1.937, -5.875, 1.013], [0.637, -8.717, 0.917], [0.918, -8.285, 2.966], [2.334, -8.065, 1.894], [0.819, -6.036, 2.778], [-0.065, -6.275, 1.332], [2.347, -6.617, 0.563], [1.101, -9.557, 0.923], [8.164, -0.300, -3.781], [6.833, -0.299, -3.079], [6.201, 0.965, -3.083], [8.051, -0.736, -5.178], [8.851, -1.017, -3.332], [8.473, 0.745, -3.813], [6.985, -0.432, -2.008], [6.245, -1.155, -3.411], [5.268, 0.755, -3.161], [8.801, -0.325, -5.613], [-0.752, -0.054, 8.195], [-2.279, 0.286, 8.171], [-2.674, -0.029, 6.877], [-0.028, 1.097, 7.776], [-0.397, -0.985, 7.752], [-0.559, -0.123, 9.266], [-2.653, 1.212, 8.608], [-2.875, -0.455, 8.703], [-2.541, 0.707, 6.275], [0.900, 0.850, 7.779], [2.389, 4.797, 5.420], [1.751, 4.165, 4.207], [2.492, 4.504, 3.111], [2.402, 6.202, 5.197], [3.446, 4.531, 5.417], [2.010, 4.391, 6.358], [0.724, 4.525, 4.274], [1.687, 3.077, 4.246], [2.543, 3.736, 2.537], [2.618, 6.240, 4.262], [-6.515, -3.450, -0.376], [-7.046, -4.600, 0.512], [-6.309, -5.814, 0.354], [-6.817, -3.643, -1.805], [-5.430, -3.428, -0.272], [-6.978, -2.524, -0.035], [-8.113, -4.821, 0.524], [-6.848, -4.319, 1.547], [-5.462, -5.510, 0.020], [-6.357, -4.418, -2.135], [-3.095, 7.983, -0.988], [-2.747, 7.037, 0.148], [-1.542, 7.109, 0.805], [-3.430, 9.130, -0.362], [-3.882, 7.644, -1.662], [-2.320, 8.016, -1.754], [-2.690, 6.049, -0.308], [-3.679, 6.939, 0.705], [-1.668, 7.704, 1.548], [-2.890, 9.275, 0.418], [-1.276, 0.026, 0.953], [-0.007, -0.810, 0.927], [1.113, 0.119, 1.050], [-1.324, 1.117, 0.032], [-1.461, 0.293, 1.994], [-2.084, -0.675, 0.744], [0.177, -1.300, -0.029], [0.007, -1.527, 1.748], [1.392, 0.211, 0.136], [-0.552, 1.687, 0.067]], "forces_ev_per_a": [[-1.43, -0.12, -0.17], [0.85, -0.31, 0.23], [-1.25, 0.84, -0.52], [0.69, -0.23, 0.53], [1.16, -0.39, 0.35], [-0.08, -0.14, 0.96], [0.18, 0.27, 0.09], [-0.02, 0.29, -0.76], [0.22, 0.13, -0.26], [-0.33, -0.30, -0.36], [-1.29, -2.05, 1.22], [1.14, 0.56, -0.31], [-1.02, -0.60, 0.02], [1.45, 1.63, 0.22], [-0.74, -0.41, -1.46], [-0.05, 0.51, -0.64], [0.18, -0.17, 0.13], [0.05, 0.40, 0.79], [0.19, 0.05, 0.14], [0.07, 0.09, -0.06], [0.68, -0.92, 0.53], [-1.05, 2.97, -0.66], [0.15, -2.14, 1.74], [-0.42, -2.06, 0.53], [-0.22, 0.12, -1.40], [-0.16, 1.17, 0.78], [0.35, -0.10, -0.89], [0.46, 0.61, -0.28], [0.02, -0.38, 0.22], [0.13, 0.68, -0.54], [0.29, 0.40, -0.45], [-0.36, -0.68, -0.42], [0.14, 1.01, 1.38], [1.05, 0.06, 0.63], [0.54, -1.20, -0.08], [-0.62, 0.12, -0.84], [-0.58, -0.09, 0.05], [-0.16, -0.35, -0.26], [-0.05, 0.05, -0.17], [-0.22, 0.62, 0.17], [0.99, -0.23, 2.60], [1.36, 0.25, -0.97], [-1.11, -0.71, -0.37], [-1.57, 0.46, 0.53], [0.97, 0.42, -1.16], [-0.05, -0.42, -0.20], [-0.59, -0.01, 0.03], [0.13, 0.05, -0.41], [-0.09, 0.18, -0.15], [-0.01, -0.04, 0.16], [-1.26, 2.23, -1.01], [1.35, -0.35, 0.53], [-0.43, -0.57, 0.65], [-0.14, 0.01, 0.58], [0.87, -0.29, 0.22], [-0.13, -0.84, -0.34], [-1.06, -0.19, -0.20], [0.41, -0.39, -0.17], [0.24, 0.25, -0.13], [0.13, 0.13, -0.12], [0.93, 2.09, 0.41], [0.47, -2.36, -1.96], [0.14, 1.32, 1.55], [-0.19, -1.15, -0.59], [0.74, 0.03, 0.36], [-0.21, 0.43, 0.04], [0.40, 0.05, 0.57], [-1.37, -0.08, -0.13], [-0.52, -0.49, 0.16], [-0.33, 0.20, -0.32], [-1.18, 0.75, -0.71], [0.12, -1.06, 0.68], [0.09, 0.48, -0.07], [0.43, 0.21, 0.57], [-0.06, -0.25, -0.02], [0.16, 0.02, 0.35], [0.54, 0.45, 0.02], [-0.11, -0.49, -0.30], [0.20, 0.24, -0.33], [-0.20, -0.28, -0.26], [-0.43, -0.16, -1.42], [0.70, -0.45, 1.35], [-0.70, -0.04, -1.15], [-0.28, 0.40, 0.80], [0.14, 0.45, 0.47], [0.58, -0.11, 0.45], [0.59, -0.77, 0.13], [-0.38, 0.24, -0.33], [-0.26, 0.52, -0.06], [-0.04, -0.10, -0.26], [-0.90, 1.78, 2.99], [0.96, -2.49, -0.50], [-1.35, 0.68, -1.86], [0.04, -0.13, -0.78], [-0.73, 0.09, -0.53], [0.34, -0.49, 0.42], [0.80, 0.59, -0.42], [0.61, -0.30, 0.75], [0.12, 0.15, -0.05], [0.12, 0.18, -0.07], [1.71, -0.64, -0.68], [-1.05, -1.26, 2.33], [0.59, 0.71, -1.91], [-0.83, -0.02, 0.83], [0.25, -0.54, 0.10], [-0.61, 0.91, 0.08], [-0.36, 0.27, -0.93], [0.00, -0.16, 0.57], [0.08, 0.26, -0.19], [0.18, 0.46, -0.23], [-1.13, -1.75, -1.12], [0.83, 0.22, 0.97], [-0.33, 0.30, -0.79], [-0.08, 0.78, 1.34], [0.13, 0.31, 0.25], [0.16, 0.07, -0.38], [0.02, 0.11, -0.83], [-0.03, 0.62, 0.27], [0.40, -0.51, 0.02], [0.08, -0.19, 0.21], [1.39, -1.74, -0.02], [-1.82, -3.56, -3.09], [0.50, 1.38, 0.98], [-1.05, 3.32, 0.12], [-0.82, -0.30, 0.82], [1.01, 0.67, 0.31], [-0.10, -0.38, -0.27], [0.30, 0.42, 1.03], [0.50, 0.07, 0.29], [0.14, 0.07, -0.21], [-0.02, -0.66, 0.09], [0.86, 1.51, -0.48], [-0.28, -0.59, 0.06], [-0.53, -0.89, 0.07], [0.17, 0.71, 0.06], [-0.33, 0.29, -0.51], [-0.57, -0.42, 0.03], [0.03, 0.05, -0.03], [0.42, 0.29, 0.10], [0.26, -0.23, 0.54]], "mulliken_charge": [-0.462, -0.209, -0.513, -0.536, 0.316, 0.248, 0.198, 0.341, 0.294, 0.320, -0.292, -0.299, -0.530, -0.524, 0.258, 0.273, 0.261, 0.253, 0.303, 0.299, -0.444, -0.242, -0.454, -0.496, 0.166, 0.306, 0.231, 0.314, 0.284, 0.321, -0.555, -0.177, -0.511, -0.456, 0.370, 0.273, 0.204, 0.277, 0.299, 0.281, -0.421, -0.311, -0.475, -0.525, 0.296, 0.278, 0.288, 0.302, 0.268, 0.302, -0.558, -0.004, -0.528, -0.566, 0.266, 0.308, 0.193, 0.254, 0.325, 0.309, -0.314, -0.474, -0.518, -0.464, 0.293, 0.247, 0.348, 0.338, 0.285, 0.259, -0.666, -0.122, -0.501, -0.472, 0.334, 0.418, 0.275, 0.158, 0.298, 0.280, -0.382, -0.233, -0.495, -0.529, 0.259, 0.307, 0.251, 0.243, 0.269, 0.308, -0.283, -0.526, -0.501, -0.475, 0.316, 0.274, 0.301, 0.308, 0.303, 0.281, -0.521, -0.227, -0.553, -0.536, 0.283, 0.351, 0.145, 0.403, 0.305, 0.349, -0.504, -0.314, -0.485, -0.495, 0.322, 0.309, 0.311, 0.266, 0.277, 0.312, -0.203, -0.639, -0.458, -0.501, 0.306, 0.195, 0.383, 0.331, 0.288, 0.307, -0.238, -0.403, -0.510, -0.461, 0.220, 0.314, 0.260, 0.272, 0.268, 0.281]}

No. 2
{"formula": "C31H24IN2O3", "method": "ωB97M-V/def2-TZVPD", "homo_lumo_gap_ev": 4.543, "max_force_ev_per_a": 4.10, "total_charge": 1, "lumo_ev": -6.62, "symbols": ["C", "C", "C", "C", "C", "C", "C", "C", "C", "C", "C", "C", "C", "C", "C", "C", "C", "C", "C", "H", "H", "H", "H", "H", "H", "H", "H", "H", "H", "H", "H", "H", "C", "N", "C", "O", "C", "I", "C", "C", "C", "C", "C", "C", "C", "O", "N", "C", "C", "O", "H", "H", "H", "H", "H", "H", "H", "H", "H", "H", "H"], "coordinates": [[1.290, 0.737, 0.433], [2.638, 0.609, -0.296], [3.019, -0.712, -0.551], [4.065, -0.987, -1.433], [4.746, 0.078, -2.028], [4.452, 1.398, -1.664], [3.412, 1.663, -0.753], [0.686, 2.143, 0.587], [0.134, 2.302, 1.884], [-0.491, 3.472, 2.289], [-0.500, 4.554, 1.409], [0.153, 4.456, 0.162], [0.733, 3.244, -0.261], [0.488, 1.121, 2.680], [1.293, 0.270, 1.907], [1.855, -0.875, 2.439], [1.432, -1.265, 3.723], [0.545, -0.464, 4.463], [0.123, 0.774, 3.979], [2.469, -1.547, -0.103], [4.284, -2.024, -1.715], [5.520, -0.104, -2.773], [4.969, 2.242, -2.125], [3.181, 2.680, -0.423], [-0.935, 3.513, 3.296], [-0.968, 5.500, 1.709], [0.242, 5.345, -0.479], [1.250, 3.175, -1.225], [2.595, -1.447, 1.885], [1.763, -2.228, 4.117], [0.161, -0.829, 5.424], [-0.601, 1.400, 4.510], [1.252, -2.003, -3.454], [0.693, -1.778, -2.146], [0.514, -0.433, -1.726], [0.542, 0.461, -2.574], [0.419, -0.220, -0.267], [-2.067, 1.553, -0.584], [-3.827, 0.462, -0.776], [-4.785, 0.550, 0.240], [-6.066, 0.054, -0.004], [-6.350, -0.572, -1.229], [-5.352, -0.735, -2.208], [-4.060, -0.242, -1.970], [-0.337, -1.302, 0.371], [-1.206, -1.217, 1.236], [0.103, -2.604, -0.013], [-0.355, -3.727, 0.762], [0.662, -2.886, -1.272], [0.999, -4.009, -1.619], [1.485, -3.061, -3.506], [0.520, -1.733, -4.214], [2.158, -1.407, -3.593], [-4.515, 1.035, 1.179], [-6.842, 0.165, 0.754], [-7.358, -0.943, -1.425], [-5.575, -1.236, -3.158], [-3.253, -0.360, -2.702], [0.101, -4.616, 0.331], [-0.063, -3.605, 1.807], [-1.444, -3.782, 0.693]], "forces_ev_per_a": [[1.22, 0.45, 1.11], [-0.18, -0.28, 0.62], [0.44, -0.26, -0.55], [-0.06, 0.10, -0.20], [0.00, 0.15, 0.09], [-0.53, 0.02, 0.42], [0.23, 0.09, -0.47], [-0.17, 1.15, 0.68], [0.58, -0.32, -0.35], [-0.04, -0.21, 0.06], [0.25, 0.18, -0.46], [-0.16, 0.06, 0.29], [0.03, -0.04, -0.27], [-0.06, -0.51, 0.05], [0.00, 0.45, 0.44], [-0.33, -0.06, 0.51], [-0.08, 0.19, -0.13], [0.09, -0.31, 0.11], [-0.31, -0.17, -0.57], [0.29, 0.36, -0.17], [0.05, 0.47, 0.24], [-0.19, -0.03, 0.22], [0.03, -0.37, 0.24], [0.17, -0.40, -0.36], [0.26, 0.19, -0.59], [0.26, -0.46, -0.19], [-0.17, -0.56, 0.32], [-0.46, 0.10, 0.32], [-0.28, -0.09, 0.22], [-0.01, 0.41, 0.01], [0.32, 0.21, -0.41], [0.45, -0.27, 0.06], [0.05, 0.10, -0.74], [-0.23, 0.65, 1.59], [0.92, 0.09, -3.54], [-0.08, -1.24, 1.93], [-1.95, 0.85, -1.13], [0.40, -0.75, -0.02], [-0.27, -0.59, -0.27], [0.14, 0.19, -0.28], [0.15, -0.24, -0.36], [0.30, 0.10, -0.05], [0.16, 0.02, 0.39], [-0.36, 0.29, 0.13], [-1.77, -2.76, 2.46], [1.58, 0.46, -1.59], [0.31, 1.57, -0.75], [-0.35, -0.45, 0.50], [-0.12, -0.63, -0.55], [-0.44, 1.83, 0.71], [0.02, 0.03, -0.19], [0.13, -0.01, -0.04], [-0.13, 0.01, 0.04], [-0.26, -0.09, -0.25], [0.23, -0.10, -0.22], [0.34, 0.14, 0.08], [0.09, 0.21, 0.52], [-0.47, 0.13, 0.20], [-0.08, 0.05, 0.17], [-0.07, 0.00, -0.13], [0.09, -0.12, 0.13]], "mulliken_charge": [4.632, 0.251, -0.076, -1.400, -0.629, -0.950, -0.438, -3.641, 1.174, -0.555, -0.747, -1.236, 1.268, 0.203, -0.945, 0.137, -0.759, -0.792, -0.555, 0.243, 0.484, 0.417, 0.427, 0.762, 0.404, 0.421, 0.427, 0.696, 0.508, 0.466, 0.384, 0.408, -1.100, 0.314, 0.387, -0.578, -0.006, 0.464, 0.416, -0.385, -0.589, -0.341, -0.626, -0.310, -0.682, -0.520, 0.397, -1.038, 0.877, -0.615, 0.427, 0.280, 0.336, 0.376, 0.369, 0.373, 0.367, 0.383, 0.418, 0.288, 0.326]}

No. 3
{"formula": "C3H11NO", "method": "ωB97M-V/def2-TZVPD", "homo_lumo_gap_ev": 10.097, "e_above_lowest_kcal_mol": 26.6, "max_force_ev_per_a": 1.68, "lumo_ev": 0.60, "symbols": ["C", "C", "N", "H", "H", "H", "H", "H", "H", "H", "C", "O", "H", "H", "H", "H"], "coordinates": [[-1.974, -0.495, -2.329], [-0.775, -1.176, -1.665], [0.398, -0.299, -1.621], [-2.815, -0.486, -1.655], [-2.191, -0.884, -3.328], [-1.717, 0.560, -2.490], [-0.486, -2.091, -2.162], [-1.079, -1.493, -0.653], [0.141, 0.532, -1.099], [1.117, -0.726, -1.048], [0.857, 1.461, 2.398], [1.529, 0.433, 3.049], [1.199, 1.649, 1.368], [0.986, 2.402, 2.940], [-0.233, 1.341, 2.311], [1.356, -0.409, 2.601]], "forces_ev_per_a": [[0.88, 0.67, -0.32], [-0.18, -0.19, 0.66], [-0.04, 0.16, 0.24], [-0.54, -0.28, -0.15], [-0.25, -0.14, 0.35], [-0.03, -0.12, 0.01], [0.02, -0.19, -0.35], [0.03, 0.06, -0.12], [0.00, 0.17, -0.13], [0.12, -0.13, -0.17], [-0.84, 1.14, -0.91], [0.17, -0.80, 0.15], [0.24, -0.16, 0.17], [0.27, -0.26, 0.14], [0.10, -0.38, 0.24], [0.05, 0.45, 0.19]], "mulliken_charge": [-0.923, -0.260, -0.681, 0.287, 0.251, 0.300, 0.347, 0.216, 0.232, 0.235, -0.514, -0.491, 0.205, 0.261, 0.242, 0.291]}

Number 1: E_HOMO -0.3652 Eh. Number 2: E_HOMO -0.4103 Eh. Number 3: E_HOMO -0.3491 Eh.